Record 1
The following is a DFT calculation (the ωB97M-V functional and the def2-TZVPD basis) of a structure of composition C30H29Cl47N2O2P2S.

Max |F|, Eh/bohr: 0.113
HOMO, eV: -8.51
Orbital gap, eV: 6.5421
Spin multiplicity: 1

Last column: Mulliken charge in e.
Geometry (Å):
O -1.5150 -5.8724 1.4516  -0.46
P -1.6423 -5.0392 -0.0730  0.64
Cl -3.7171 -4.6905 -0.2994  -0.26
C -0.6623 -3.4491 0.2042  0.16
C 0.6540 -3.5995 1.0506  -0.74
C 1.6009 -2.3998 1.3734  0.51
N 2.8129 -2.5302 2.1588  -0.62
S 3.4035 -0.9297 2.1720  0.20
N 2.2261 -0.0485 1.2645  -0.46
C 1.2210 -0.9782 0.8102  0.37
C -0.0729 -0.7854 -0.0547  0.11
P -0.4932 0.9703 -0.7168  0.20
O -1.4615 1.8065 0.4466  -0.49
Cl 1.3003 2.1083 -0.9266  -0.19
C -1.0067 -2.0163 -0.3482  -0.05
C -2.2968 -1.7816 -1.2557  -1.09
C -3.5136 -1.3298 -0.2637  -0.22
C -4.9340 -1.4865 -1.0356  -0.61
C -6.1562 -1.4461 0.0024  0.29
C -6.7248 -2.7817 0.5692  0.02
C -7.9446 -2.8754 1.5558  -0.49
C -8.5840 -1.5302 2.0157  -0.39
C -8.0222 -0.1680 1.4520  -0.49
C -6.8358 -0.0961 0.4612  -0.39
H -1.4233 -5.1367 2.1177  0.30
H 0.9312 -4.6329 1.4609  0.41
H -0.8054 2.0830 1.1450  0.33
H -2.1200 -0.8658 -1.9428  0.34
H -2.6000 -2.6713 -1.9033  0.55
H -3.3520 -0.2892 0.1870  0.43
H -3.5304 -2.0760 0.6039  0.19
H -4.8706 -2.4870 -1.6141  0.35
H -5.0256 -0.5951 -1.7683  0.36
H -6.2281 -3.7444 0.2067  -0.02
H -8.2804 -3.9082 1.8931  0.41
H -9.4831 -1.5549 2.7358  0.35
H -8.5055 0.8021 1.7989  0.31
H -6.4447 0.9007 0.0378  0.30
C -8.4760 -4.6846 5.2456  -0.05
Cl -8.2931 -3.6800 3.7944  -0.11
Cl -9.0428 -3.7101 6.6120  -0.14
Cl -9.5881 -6.0264 4.9358  -0.09
H -7.5021 -5.0989 5.5010  0.28
C 4.9100 3.7558 -2.2475  0.69
Cl 4.5088 4.9203 -3.5175  -0.11
Cl 6.6389 3.8107 -1.8778  -0.11
Cl 3.9499 4.0674 -0.7922  -0.08
H 4.6692 2.7602 -2.6081  -0.34
C -2.0871 -8.8358 -1.6318  0.38
Cl -1.9948 -8.7595 -3.3977  -0.14
Cl -3.1191 -7.5434 -1.0042  -0.13
Cl -2.6834 -10.4180 -1.1092  -0.11
H -1.0843 -8.6979 -1.2302  -0.08
C -1.3203 3.8369 -3.4631  -0.01
Cl -1.5353 3.1118 -1.8635  -0.06
Cl -0.5911 2.6725 -4.5792  -0.13
Cl -2.8670 4.4200 -4.0956  -0.13
H -0.6473 4.6871 -3.3665  0.27
C 6.5069 0.4015 -4.7906  0.02
Cl 7.6784 1.7167 -4.6051  -0.10
Cl 4.9741 0.8039 -4.0036  -0.10
Cl 6.2456 0.0399 -6.5024  -0.12
H 6.9127 -0.4876 -4.3115  0.29
C 3.4608 7.3593 1.5252  0.59
Cl 2.4505 6.7379 2.8390  -0.15
Cl 2.4851 8.2842 0.3748  -0.12
Cl 4.7745 8.3544 2.1701  -0.08
H 3.8986 6.5127 0.9997  -0.28
C 7.3682 7.4692 5.4609  0.42
Cl 5.7357 7.2767 4.8065  -0.07
Cl 7.3143 8.2500 7.0480  -0.11
Cl 8.1865 5.9033 5.5661  -0.12
H 7.9345 8.1065 4.7849  -0.13
C -1.4368 6.4871 -7.0564  0.24
Cl -2.4155 7.9015 -6.6356  -0.09
Cl -0.6274 6.7322 -8.6112  -0.13
Cl -0.2474 6.1567 -5.7876  -0.10
H -2.0941 5.6260 -7.1436  0.06
C 6.7459 7.9355 -1.0818  -0.02
Cl 6.2961 6.6054 -0.0050  -0.11
Cl 8.2048 7.5282 -1.9967  -0.12
Cl 5.4135 8.3263 -2.1779  -0.09
H 6.9569 8.8128 -0.4726  0.34
C -10.0763 -10.3182 5.7643  0.06
Cl -11.0907 -10.9143 7.0857  -0.12
Cl -11.0450 -9.3976 4.6038  -0.12
Cl -8.7527 -9.3274 6.3950  -0.11
H -9.6470 -11.1751 5.2484  0.29
C 9.2210 11.1675 4.9058  -0.10
Cl 7.5868 10.9763 4.2519  -0.08
Cl 9.1687 11.9534 6.4899  -0.11
Cl 10.0335 9.5992 5.0155  -0.01
H 9.7895 11.8012 4.2276  0.34
C 1.3246 -10.2843 0.7778  0.03
Cl 0.1899 -8.9852 1.1756  -0.07
Cl 1.6660 -10.3016 -0.9590  -0.12
Cl 2.8215 -10.1072 1.7036  -0.13
H 0.8659 -11.2344 1.0461  0.29
C -0.0044 -12.9437 -3.4630  0.21
Cl -0.2342 -13.6369 -1.8515  -0.12
Cl 0.7305 -14.1285 -4.5526  -0.13
Cl -1.5438 -12.3672 -4.1133  -0.10
H 0.6696 -12.0932 -3.3766  0.14
C -5.0413 5.4603 -8.2567  0.00
Cl -3.6967 5.4893 -9.4049  -0.10
Cl -6.0651 4.0446 -8.5363  -0.13
Cl -4.4416 5.4743 -6.5900  -0.06
H -5.6429 6.3542 -8.4115  0.32
C 12.1254 6.0081 4.8596  0.02
Cl 13.7095 6.0368 4.0719  -0.12
Cl 12.1477 6.9822 6.3367  -0.11
Cl 10.8700 6.5847 3.7540  -0.09
H 11.8963 4.9791 5.1311  0.29

Record 2
The following is a DFT calculation (the ωB97M-V functional and the def2-TZVPD basis) of a structure of composition C30H29FN7O4Pt.

Max |F|, Eh/bohr: 0.017
HOMO, eV: -16.12
Orbital gap, eV: 6.8232
Energy relative to the best compared isomer or geometry (same formula, charge and spin), kJ/mol: 0.0
Spin multiplicity: 1
Total charge: +3

Last column: Mulliken charge in e.
Geometry (Å):
Pt -0.4678 -0.0550 0.1780  2.07
O -3.7556 -1.5506 -1.4288  -0.56
C -2.9031 -0.7915 -1.0778  0.34
N -1.5882 -1.2056 -0.7892  0.24
C -1.2282 -2.6005 -0.9693  -0.63
C 0.0453 -2.8417 -0.2317  0.48
C 0.6602 -4.0826 -0.1913  -0.85
C 1.9046 -4.2058 0.3904  -0.25
C 2.5190 -3.0774 0.9220  -1.19
C 1.8587 -1.8736 0.8734  -0.29
N 0.6354 -1.7580 0.3166  -0.02
C -3.0578 0.6705 -0.8812  0.50
C -4.2103 1.3034 -1.2738  -0.64
C -4.2211 2.6914 -1.3265  -0.31
C -3.0489 3.3619 -1.0483  -0.90
C -1.9231 2.6572 -0.6405  -0.18
N -1.9368 1.3249 -0.4935  -0.29
H -1.1013 -2.8473 -2.0276  0.36
H -2.0363 -3.2316 -0.5911  0.45
H 0.1645 -4.9309 -0.6442  0.50
H 2.4003 -5.1671 0.4196  0.46
H 3.5006 -3.1271 1.3708  0.44
H 2.2834 -0.9839 1.3102  0.92
H -5.0523 0.6948 -1.5759  0.49
H -5.1117 3.2269 -1.6266  0.47
H -2.9783 4.4366 -1.1393  0.44
H -1.0120 3.1778 -0.4278  0.76
F -0.8933 -1.8844 6.4504  -0.33
C -0.1907 -0.7881 6.1242  0.03
C -0.1477 -0.4314 4.8125  -0.64
C 0.5240 0.7310 4.4084  1.09
C 0.5076 1.1559 3.0198  1.93
O -0.1338 0.4011 2.2084  -1.52
C 1.1596 2.3796 2.7423  -0.21
C 1.7987 3.0575 3.7672  -0.61
N 1.8510 2.6447 5.0218  0.22
C 2.5356 3.4676 6.0183  -0.35
C 3.8003 2.9528 6.6381  -0.42
C 3.8469 4.0907 5.6641  -1.00
C 1.1712 1.4854 5.3975  -0.39
C 1.1287 1.0955 6.7385  -0.75
C 0.4297 -0.0326 7.1511  -0.82
N 0.3468 -0.3778 8.4948  0.16
C -0.1384 -1.6843 8.9606  -0.65
C 0.1552 -1.8382 10.4531  -0.89
N 1.4725 -1.1911 10.7728  -0.11
C 1.4179 0.3119 10.5764  -0.72
C 0.3433 0.6337 9.5420  -0.77
C 1.1097 3.1371 1.4778  0.14
O 1.3185 4.3004 1.3808  -0.50
O 0.6641 2.4403 0.3679  -0.24
H -0.6778 -1.0374 4.0912  0.60
H 2.2782 4.0017 3.5464  0.83
H 1.8403 4.0358 6.6230  0.48
H 4.1691 1.9972 6.2893  0.23
H 3.9670 3.1589 7.6863  0.32
H 4.2720 3.8844 4.6912  0.36
H 4.0266 5.0902 6.0314  0.28
H 1.6651 1.6914 7.4596  0.78
H 0.3669 -2.4724 8.4048  0.52
H -1.2131 -1.8161 8.8225  0.40
H 0.2040 -2.8891 10.7281  0.41
H -0.5888 -1.3545 11.0819  0.38
H 2.1930 -1.5884 10.1684  0.38
H 1.7493 -1.4081 11.7318  0.36
H 2.4077 0.6253 10.2527  0.43
H 1.1952 0.7689 11.5385  0.40
H 0.5212 1.6250 9.1385  0.47
H -0.6426 0.6728 10.0142  0.33
N 2.3347 0.9545 0.0128  -0.50
C 1.1295 1.1973 0.1012  -0.37
H 2.6086 0.0324 -0.3022  0.43

Record 3
The following is a DFT calculation (the ωB97M-V functional and the def2-TZVPD basis) of a structure of composition C30H29N3O4S3W.

Max |F|, Eh/bohr: 0.023
HOMO, eV: -7.91
Orbital gap, eV: 7.0353
Spin multiplicity: 1

Last column: natural (NBO) charge in e.
Geometry (Å):
W 0.6347 0.0157 -0.5818  1.87
C 2.6895 2.9287 1.2817  -0.61
C 2.3030 1.7221 0.4419  0.10
N 1.1595 1.9832 -0.4584  -0.38
N 0.4837 3.1158 -0.3091  -0.25
C -0.7757 2.9485 -0.5584  -0.20
S -1.3465 1.3485 -0.7898  0.13
S -1.9138 4.2941 -0.5743  0.26
C -1.9943 4.6376 1.2177  -0.53
C -2.4440 3.4516 2.0161  -0.05
C -3.7885 3.1032 2.0971  -0.15
C -4.1827 1.9744 2.7966  -0.22
C -3.2370 1.1771 3.4278  -0.22
C -1.8954 1.5206 3.3613  -0.21
C -1.5043 2.6514 2.6582  -0.22
C 3.4671 1.2311 -0.4229  -0.13
C 4.7921 1.5522 -0.1423  -0.18
C 5.8185 1.1932 -1.0007  -0.22
C 5.5371 0.5217 -2.1814  -0.19
C 4.2344 0.1747 -2.4848  -0.23
C 3.2266 0.5057 -1.5943  0.36
O 1.9632 0.0434 -1.8951  -0.69
H 1.8088 3.3431 1.7650  0.23
H 3.1405 3.7038 0.6640  0.23
H 3.3952 2.6226 2.0536  0.22
H -2.7019 5.4647 1.2839  0.24
H -1.0192 4.9924 1.5480  0.23
H -4.5294 3.7147 1.5955  0.21
H -5.2317 1.7134 2.8494  0.22
H -3.5475 0.2961 3.9743  0.22
H -1.1528 0.9120 3.8632  0.21
H -0.4579 2.9313 2.6121  0.21
H 5.0310 2.1028 0.7571  0.21
H 6.8393 1.4485 -0.7503  0.22
H 6.3352 0.2519 -2.8601  0.22
H 3.9807 -0.3853 -3.3734  0.23
C -3.0060 -1.1887 -4.5543  -0.22
C -1.6409 -0.9531 -4.5213  -0.18
C -0.9451 -1.0134 -3.3236  -0.26
C -1.6137 -1.2851 -2.1312  0.23
C -2.9906 -1.5201 -2.1677  -0.25
C -3.6725 -1.4796 -3.3709  -0.20
N -0.8927 -1.2674 -0.9209  -0.67
C -1.2708 -2.1236 0.1329  0.14
C -1.3033 -1.6356 1.4377  -0.25
C -1.5864 -2.4847 2.4986  -0.18
C -1.8856 -3.8169 2.2639  -0.23
C -1.8908 -4.2970 0.9575  -0.22
C -1.5748 -3.4671 -0.1031  -0.19
H -3.5450 -1.1537 -5.4915  0.21
H -1.1011 -0.7404 -5.4348  0.22
H 0.1309 -0.8982 -3.3363  0.23
H -3.5317 -1.7092 -1.2507  0.22
H -4.7398 -1.6604 -3.3784  0.21
H -1.1476 -0.5752 1.6205  0.23
H -1.5989 -2.0926 3.5076  0.21
H -2.1267 -4.4757 3.0874  0.22
H -2.1260 -5.3362 0.7645  0.22
H -1.5366 -3.8517 -1.1135  0.23
C 1.8672 -4.2523 0.1543  -0.89
S 2.1286 -2.7815 -0.7859  2.40
O 1.3549 -2.8793 -1.9955  -0.96
O 3.5388 -2.5493 -0.8918  -0.95
O 1.5121 -1.7023 0.1521  -1.00
H 2.0081 -5.0813 -0.5358  0.25
H 0.8550 -4.2470 0.5477  0.25
H 2.5978 -4.2931 0.9579  0.25
C 1.5459 0.6187 1.2524  -0.65
H 0.9133 1.1405 1.9715  0.23
H 2.1569 -0.1541 1.7132  0.23